1.
Molecular formula: C5H15NS
Method: DFT, ωB97M-V/def2-TZVPD

Charge: -1
HOMO level (alpha / beta): 1.12 / -5.05 eV
HOMO-LUMO gap (alpha / beta): 2.278 / 8.458 eV
<S²>: 0.750
Multiplicity: 2
LUMO (alpha / beta): 3.400 / 3.407 eV

```
22
Properties=species:S:1:pos:R:3:nbo_charge:R:1
C -1.568 2.334 -1.824 -0.647
C -2.218 1.557 -0.695 -0.449
S -1.723 -0.353 -0.874 -0.433
H -1.799 1.820 -2.757 0.214
H -0.491 2.249 -1.687 0.215
H -1.980 3.347 -1.870 0.188
H -3.293 1.427 -0.787 0.196
H -1.950 1.837 0.318 0.196
C 0.036 -1.620 2.195 -0.684
C 1.304 -1.274 1.433 -0.436
N 1.035 -0.901 0.045 -0.686
C 2.160 -0.318 -0.663 -0.737
H -0.599 -2.351 1.692 0.211
H 0.340 -2.027 3.162 0.198
H -0.607 -0.751 2.337 0.202
H 1.779 -0.418 1.908 0.178
H 1.979 -2.142 1.441 0.158
H -0.364 -0.336 -0.289 0.240
H 0.652 -1.689 -0.482 0.340
H 2.336 0.687 -0.270 0.174
H 1.871 -0.209 -1.711 0.195
H 3.102 -0.870 -0.623 0.167
```

2.
Molecular formula: C3H4N4O
Method: DFT, ωB97M-V/def2-TZVPD

SMILES string: [H]/N=C1/N=CO/C1=N/N
HOMO level: -9.00 eV
HOMO-LUMO gap: 8.651 eV
Multiplicity: 1
LUMO: -0.348 eV

```
12
Properties=species:S:1:pos:R:3:nbo_charge:R:1
H 1.154 1.691 -0.423 0.380
N 0.144 1.883 -0.172 -0.552
C -0.513 0.831 -0.133 0.276
N -1.923 0.805 0.053 -0.462
C -2.289 -0.432 0.003 0.393
O -1.258 -1.341 -0.116 -0.449
C -0.131 -0.609 -0.183 0.408
N 1.036 -1.099 -0.226 -0.264
N 2.080 -0.175 0.072 -0.676
H -3.293 -0.836 0.162 0.212
H 2.934 -0.693 -0.115 0.370
H 2.059 -0.024 1.077 0.363
```

3.
Molecular formula: C39H51Br2N10ORbS
Method: DFT, ωB97M-V/def2-TZVPD

Charge: -2
HOMO level: 0.11 eV
HOMO-LUMO gap: 3.385 eV
Multiplicity: 1
LUMO: 3.498 eV

```
105
Properties=species:S:1:pos:R:3:lowdin_charge:R:1
Rb 0.413 -1.081 -0.626 0.620
N -2.359 -2.103 -1.473 -0.033
C -2.966 -2.988 -0.484 -0.277
C -2.704 -2.466 0.925 -0.247
N -1.318 -2.607 1.311 -0.114
C -0.983 -3.872 1.929 -0.247
C 0.478 -3.909 2.358 -0.302
N 0.715 -3.069 3.522 -0.001
H -2.878 -1.237 -1.562 0.048
H -2.276 -2.524 -2.388 0.064
H -2.505 -3.974 -0.583 0.103
H -4.049 -3.123 -0.624 0.099
H -3.383 -2.982 1.627 0.112
H -2.969 -1.404 0.954 0.093
H -0.976 -1.811 1.852 0.019
H -1.156 -4.675 1.201 0.105
H -1.611 -4.088 2.812 0.112
H 1.078 -3.624 1.477 0.076
H 0.739 -4.943 2.610 0.102
H 0.705 -2.079 3.241 -0.026
H 1.640 -3.247 3.896 0.046
Br 2.305 -4.686 -4.880 0.725
C 1.299 -3.125 -5.293 -0.605
C 1.016 -2.854 -6.628 -0.212
C 0.298 -1.743 -6.979 -0.652
Br -0.058 -1.429 -8.828 0.678
C -0.168 -0.844 -5.989 -0.206
C -0.914 0.324 -6.264 -0.059
C -1.325 1.127 -5.239 -0.061
C -0.984 0.772 -3.921 -0.149
N -0.286 -0.299 -3.632 0.099
C 0.124 -1.118 -4.626 -0.138
C 0.892 -2.310 -4.208 -0.461
O 1.142 -2.548 -3.006 -0.174
H 1.370 -3.534 -7.392 0.083
H -1.154 0.566 -7.291 0.064
H -1.903 2.024 -5.424 0.097
H -1.313 1.378 -3.080 0.066
C 3.938 -1.794 -1.492 -0.176
N 5.296 -2.346 -1.620 -0.086
C 5.168 -3.774 -1.930 -0.182
N 4.425 -4.505 -0.901 -0.085
C 3.090 -3.892 -0.796 -0.169
N 3.172 -2.470 -0.445 -0.130
C 3.879 -2.334 0.825 -0.167
N 5.235 -2.908 0.757 -0.089
C 5.957 -2.222 -0.318 -0.190
C 5.108 -4.318 0.379 -0.191
H 3.402 -1.904 -2.435 0.114
H 4.020 -0.733 -1.240 0.129
H 6.170 -4.206 -2.018 0.117
H 4.646 -3.881 -2.882 0.096
H 2.527 -4.416 -0.019 0.116
H 2.564 -3.981 -1.747 0.092
H 3.308 -2.838 1.609 0.117
H 3.947 -1.277 1.088 0.130
H 6.963 -2.646 -0.392 0.115
H 6.040 -1.163 -0.063 0.121
H 4.547 -4.840 1.158 0.122
H 6.110 -4.755 0.313 0.115
C -0.423 5.033 0.162 -0.058
N -0.743 3.784 -0.527 -0.193
C 0.456 3.039 -0.882 -0.092
C -1.877 3.086 -0.229 -0.742
S -1.911 1.427 -0.193 0.729
N -2.974 3.851 0.094 -0.222
C -3.312 4.988 -0.736 -0.077
C -4.124 3.203 0.701 -0.097
H 0.421 4.869 0.833 0.067
H -1.259 5.363 0.767 0.077
H -0.160 5.813 -0.562 0.086
H 1.192 3.753 -1.256 0.088
H 0.236 2.308 -1.656 0.043
H 0.864 2.519 -0.008 0.087
H -2.438 5.354 -1.268 0.073
H -3.718 5.799 -0.125 0.086
H -4.073 4.703 -1.477 0.086
H -3.803 2.510 1.474 0.051
H -4.718 2.655 -0.040 0.080
H -4.742 3.979 1.157 0.086
C 0.450 -0.171 2.315 -0.161
C -0.214 0.800 2.700 -0.305
C -0.936 1.950 3.189 -0.235
C -2.308 1.748 3.557 -0.199
C -3.096 2.610 4.373 -0.071
C -4.433 2.368 4.636 -0.146
C -5.084 1.245 4.130 -0.160
C -4.314 0.340 3.400 -0.127
C -2.980 0.568 3.139 -0.075
C -0.238 3.202 3.206 -0.177
C -0.802 4.493 3.444 -0.085
C -0.038 5.648 3.478 -0.164
C 1.333 5.633 3.245 -0.173
C 1.908 4.393 2.941 -0.148
C 1.163 3.234 2.909 -0.066
H -2.633 3.455 4.858 0.079
H -4.974 3.068 5.267 0.081
H -6.133 1.063 4.329 0.068
H -4.772 -0.572 3.025 0.086
H -2.404 -0.159 2.589 0.059
H -1.868 4.603 3.561 0.074
H -0.541 6.592 3.671 0.084
H 1.926 6.539 3.287 0.066
H 2.971 4.331 2.723 0.085
H 1.638 2.290 2.672 0.081
```

4.
Molecular formula: C28H16Cl2N8OPt
Method: DFT, ωB97M-V/def2-TZVPD

Charge: +2
HOMO level: -13.87 eV
HOMO-LUMO gap: 6.582 eV
Multiplicity: 1
LUMO: -7.284 eV

```
56
Properties=species:S:1:pos:R:3:nbo_charge:R:1
Pt 0.318 -0.457 -0.028 0.788
C 0.208 -0.397 4.305 0.039
C -0.213 -0.488 2.981 0.051
N 0.664 -0.396 1.987 -0.401
C 1.977 -0.220 2.299 0.103
C 2.352 -0.127 3.627 0.059
N 1.477 -0.212 4.623 -0.299
C 2.914 -0.138 1.154 0.270
C 4.288 -0.035 1.190 -0.236
C 5.016 0.008 -0.009 0.182
C 4.301 -0.067 -1.214 -0.236
C 2.926 -0.167 -1.190 0.270
N 2.283 -0.193 -0.021 -0.490
C 2.002 -0.278 -2.342 0.103
C 2.390 -0.219 -3.668 0.059
N 1.525 -0.328 -4.671 -0.299
C 0.253 -0.504 -4.361 0.039
C -0.181 -0.562 -3.040 0.051
N 0.684 -0.445 -2.039 -0.401
C 6.497 0.120 -0.003 -0.103
C 7.229 0.161 -1.188 -0.219
C 8.610 0.269 -1.128 0.059
N 9.291 0.337 0.009 -0.351
C 8.598 0.298 1.140 0.059
C 7.216 0.192 1.188 -0.219
H -0.509 -0.475 5.112 0.240
H -1.250 -0.639 2.723 0.230
H 3.388 0.026 3.902 0.226
H 4.796 0.002 2.140 0.242
H 4.818 -0.054 -2.159 0.242
H 3.429 -0.073 -3.935 0.226
H -0.455 -0.602 -5.174 0.241
H -1.222 -0.707 -2.789 0.230
H 6.768 0.114 -2.163 0.212
H 9.192 0.302 -2.042 0.217
H 9.171 0.355 2.058 0.217
H 6.746 0.170 2.160 0.212
Cl -5.398 -2.985 -0.099 0.136
C -4.821 -1.381 -0.055 -0.050
C -5.795 -0.301 -0.027 -0.259
C -5.604 1.030 0.010 0.032
Cl -7.082 1.934 0.034 0.079
C -4.370 1.861 0.037 -0.151
C -4.469 3.258 0.080 -0.093
C -3.346 4.060 0.108 -0.236
C -2.100 3.458 0.093 0.080
N -1.957 2.137 0.053 -0.442
C -3.047 1.396 0.026 0.365
C -3.524 -1.152 -0.047 0.383
O -2.360 -1.914 -0.066 -0.409
H -6.819 -0.647 -0.039 0.270
H -5.444 3.718 0.092 0.257
H -3.439 5.136 0.141 0.253
H -1.189 4.042 0.114 0.217
N -2.748 0.018 -0.014 -0.398
C -1.650 -0.738 -0.034 0.353
```